Molecular formula: BrH8O4
Method: DFT, the ωB97M-V functional and the def2-TZVPD basis

The value obtained for the HOMO-LUMO gap is 0.2859 hartree. Its total energy is -78365.053 eV. As for the spin multiplicity: 1. As for the LUMO energy: 3.569 eV. As for the HOMO energy: -0.1547 Ha. Its charge is -1.

Element x y z (Å)
Br: 1.415 0.142 0.933
O: -0.133 -1.472 -3.684
O: -0.886 -3.729 1.558
O: 3.035 4.420 0.014
O: -2.914 0.832 1.111
H: -0.859 -3.972 2.484
H: 3.621 4.506 0.765
H: -1.976 0.699 1.251
H: -2.962 1.457 0.388
H: 0.069 -2.394 -3.846
H: -0.920 -2.773 1.562
H: 0.000 -1.359 -2.743
H: 2.510 3.643 0.206

Atoms 1-2, force components in eV/Å:
Br -0.2568 0.0827 -0.0103
O -0.1357 0.0669 -0.3492